# 1
{
  "formula": "C26H36N2O4",
  "method": "ωB97M-V/def2-TZVPD",
  "elements": ["C", "C", "C", "C", "O", "N", "C", "C", "C", "N", "C", "C", "C", "C", "C", "O", "C", "C", "C", "C", "C", "C", "C", "O", "C", "C", "C", "C", "C", "C", "C", "O", "H", "H", "H", "H", "H", "H", "H", "H", "H", "H", "H", "H", "H", "H", "H", "H", "H", "H", "H", "H", "H", "H", "H", "H", "H", "H", "H", "H", "H", "H", "H", "H", "H", "H", "H", "H"],
  "coordinates": [[0.216, 1.393, -2.471], [0.263, 1.591, -1.001], [-0.781, 1.979, -0.203], [-2.180, 2.280, -0.553], [-2.612, 2.226, -1.692], [-2.936, 2.638, 0.512], [-4.359, 2.847, 0.419], [-5.150, 1.710, 1.068], [-4.908, 0.378, 0.351], [-5.552, -0.710, 1.066], [-4.853, -1.979, 1.002], [-4.983, -2.682, -0.354], [-6.461, -2.900, -0.670], [-7.198, -1.565, -0.615], [-6.956, -0.888, 0.741], [-0.415, 2.057, 1.117], [0.891, 1.712, 1.168], [1.689, 1.661, 2.301], [2.996, 1.277, 2.127], [3.510, 0.953, 0.858], [2.720, 1.027, -0.282], [1.379, 1.408, -0.117], [3.304, 0.731, -1.640], [2.758, -0.491, -2.111], [4.834, 0.705, -1.562], [5.338, -0.031, -0.314], [4.928, -1.512, -0.322], [5.478, -2.239, 0.902], [6.997, -2.128, 0.957], [7.405, -0.660, 1.000], [6.866, 0.083, -0.219], [4.822, 0.610, 0.851], [0.778, 2.178, -2.978], [-0.815, 1.432, -2.809], [0.657, 0.431, -2.724], [-2.524, 2.589, 1.430], [-4.592, 2.908, -0.647], [-4.613, 3.799, 0.896], [-4.859, 1.602, 2.115], [-6.210, 1.964, 1.040], [-5.240, 0.469, -0.693], [-3.833, 0.185, 0.334], [-3.802, -1.810, 1.245], [-5.281, -2.621, 1.780], [-4.527, -2.063, -1.129], [-4.454, -3.636, -0.326], [-6.577, -3.357, -1.656], [-6.890, -3.582, 0.069], [-6.839, -0.919, -1.419], [-8.270, -1.713, -0.760], [-7.447, 0.086, 0.768], [-7.394, -1.508, 1.532], [1.293, 1.908, 3.272], [3.671, 1.213, 2.965], [3.009, 1.540, -2.329], [3.146, -0.693, -2.969], [5.194, 1.736, -1.520], [5.245, 0.235, -2.458], [5.318, -1.975, -1.231], [3.841, -1.588, -0.339], [5.051, -1.793, 1.803], [5.175, -3.287, 0.867], [7.378, -2.646, 1.839], [7.432, -2.604, 0.074], [8.493, -0.568, 1.030], [6.998, -0.197, 1.900], [7.303, -0.332, -1.129], [7.138, 1.138, -0.157]],
  "atomic_forces_ev_per_a": [[-0.135, -0.065, -0.124], [-0.783, 0.230, 0.291], [0.932, -0.371, -0.718], [-0.173, 0.210, 0.352], [0.060, -0.095, -0.157], [0.074, -0.009, 0.301], [-0.401, 0.023, -0.031], [0.270, -0.032, -0.373], [-0.130, 0.241, 0.275], [0.094, -0.013, 0.109], [0.183, -0.130, -0.182], [-0.132, -0.068, 0.277], [0.114, 0.176, -0.221], [0.015, -0.086, 0.250], [-0.161, 0.062, -0.158], [-0.309, 0.109, 0.190], [0.685, -0.262, -0.685], [-0.190, 0.031, -0.054], [0.040, -0.032, -0.082], [-0.464, 0.133, -0.022], [0.283, -0.174, -0.108], [-0.214, 0.181, 0.927], [0.303, 0.532, -0.071], [-0.162, -0.344, -0.100], [-0.280, -0.082, 0.372], [0.331, -0.207, -0.876], [-0.168, 0.155, 0.521], [0.166, -0.106, -0.236], [-0.121, 0.114, 0.289], [0.122, -0.114, -0.227], [-0.302, 0.078, 0.372], [0.210, 0.094, 0.134], [0.049, 0.027, -0.092], [0.047, 0.020, -0.082], [0.038, 0.006, -0.069], [0.073, 0.008, -0.100], [-0.024, 0.105, 0.133], [0.003, -0.058, -0.130], [-0.045, -0.024, 0.053], [-0.073, 0.027, 0.063], [0.090, -0.021, -0.032], [-0.024, -0.023, -0.067], [-0.035, -0.031, 0.062], [0.074, -0.061, 0.004], [0.072, -0.003, -0.066], [0.078, -0.003, -0.045], [-0.047, -0.071, 0.051], [-0.036, -0.077, 0.012], [-0.039, 0.031, -0.069], [-0.038, 0.060, -0.053], [-0.066, -0.026, 0.072], [-0.101, 0.044, -0.015], [-0.021, 0.026, 0.137], [0.069, -0.010, 0.116], [0.040, -0.125, 0.151], [-0.001, 0.042, -0.002], [0.050, 0.020, -0.041], [0.030, 0.019, -0.014], [-0.049, -0.001, -0.102], [0.078, -0.039, -0.123], [-0.051, -0.056, 0.061], [-0.055, 0.008, 0.064], [0.065, -0.061, -0.038], [0.057, -0.072, -0.036], [-0.001, 0.053, 0.073], [0.069, 0.028, 0.084], [-0.013, 0.001, -0.083], [-0.016, 0.055, -0.110]],
  "lowdin_charge": [-0.012, -0.103, -0.103, -0.426, 0.063, 0.072, -0.181, -0.157, -0.202, -0.180, -0.200, -0.184, -0.211, -0.186, -0.193, 0.088, -0.197, 0.020, 0.018, -0.194, -0.024, -0.036, -0.305, -0.022, -0.046, -0.445, -0.106, -0.181, -0.202, -0.189, -0.115, 0.013, 0.091, 0.071, 0.076, 0.142, 0.120, 0.119, 0.115, 0.105, 0.124, 0.118, 0.115, 0.119, 0.111, 0.107, 0.106, 0.110, 0.103, 0.107, 0.110, 0.121, 0.119, 0.121, 0.146, 0.106, 0.138, 0.132, 0.132, 0.117, 0.116, 0.112, 0.108, 0.113, 0.110, 0.114, 0.127, 0.124],
  "fmax_ev_per_a": 1.2,
  "total_charge": 0,
  "e_tot_ha": -1422.85354,
  "e_homo_ev": -8.01,
  "orbital_gap_ha": 0.3120,
  "multiplicity": 1
}



# 2
{
  "formula": "C26H36N4P2S2V",
  "method": "ωB97M-V/def2-TZVPD",
  "elements": ["V", "C", "P", "C", "N", "C", "C", "C", "C", "C", "C", "N", "C", "P", "C", "C", "C", "C", "C", "C", "C", "C", "C", "H", "H", "H", "H", "H", "H", "H", "H", "H", "H", "H", "H", "H", "H", "H", "H", "H", "H", "H", "H", "H", "H", "H", "H", "H", "H", "H", "H", "C", "C", "N", "C", "C", "S", "C", "C", "S", "C", "N", "C", "H", "H", "H", "H", "H", "H", "H", "H"],
  "coordinates": [[-0.050, 0.087, 0.675], [-0.989, -2.256, -2.226], [-0.708, -1.869, -0.457], [0.822, -2.848, -0.202], [0.791, -4.150, -0.144], [1.951, -4.828, -0.062], [1.963, -6.234, 0.008], [3.160, -6.899, 0.054], [4.381, -6.195, 0.056], [4.406, -4.827, 0.011], [3.196, -4.111, -0.060], [3.192, -2.768, -0.140], [2.050, -2.140, -0.200], [1.971, -0.326, -0.457], [2.448, -0.280, -2.226], [3.404, 0.454, 0.470], [4.758, -0.200, 0.220], [3.035, 0.326, 1.950], [3.426, 1.930, 0.066], [-2.101, -2.717, 0.472], [-3.389, -1.993, 0.069], [-2.216, -4.215, 0.220], [-1.803, -2.463, 1.952], [-0.879, -3.334, -2.364], [-0.264, -1.744, -2.860], [-1.994, -1.952, -2.512], [1.021, -6.760, 0.013], [3.171, -7.977, 0.096], [5.307, -6.747, 0.100], [5.333, -4.275, 0.019], [3.326, -0.916, -2.362], [2.688, 0.741, -2.516], [1.641, -0.652, -2.859], [4.728, -1.256, 0.474], [5.498, 0.287, 0.852], [5.076, -0.092, -0.814], [2.946, -0.728, 2.231], [2.096, 0.854, 2.160], [3.813, 0.771, 2.568], [3.850, 2.062, -0.928], [4.052, 2.486, 0.760], [2.419, 2.364, 0.092], [-3.718, -2.293, -0.925], [-3.258, -0.904, 0.096], [-4.184, -2.256, 0.764], [-2.470, -4.436, -0.814], [-3.007, -4.613, 0.853], [-1.286, -4.719, 0.472], [-1.789, -1.386, 2.162], [-0.845, -2.914, 2.229], [-2.577, -2.915, 2.570], [0.465, -0.804, 4.328], [-0.249, 0.432, 3.922], [-0.466, 0.809, 2.692], [-1.150, 1.994, 2.620], [-1.461, 2.532, 3.836], [-0.884, 1.533, 5.101], [-1.442, 2.500, 1.298], [-2.102, 3.643, 0.950], [-2.191, 3.798, -0.754], [-1.333, 2.312, -0.919], [-1.012, 1.756, 0.225], [-0.990, 1.717, -2.231], [0.792, -1.372, 3.453], [-0.184, -1.428, 4.942], [1.332, -0.552, 4.940], [-1.985, 3.440, 4.051], [-2.526, 4.377, 1.604], [-1.348, 2.339, -3.046], [-1.438, 0.725, -2.313], [0.094, 1.608, -2.313]],
  "atomic_forces_ev_per_a": [[0.235, -0.400, 1.544], [-0.082, 0.160, 0.104], [-0.948, -1.702, -0.768], [0.195, 0.189, 0.152], [-0.218, -0.390, -0.004], [0.569, 0.460, 0.011], [0.195, -0.301, -0.023], [-0.531, 0.094, 0.022], [0.191, 0.486, 0.018], [0.149, -0.315, -0.021], [-0.663, -0.272, 0.010], [0.438, 0.002, -0.010], [-0.264, -0.086, 0.158], [1.952, -0.027, -0.771], [-0.095, 0.151, 0.102], [-0.245, -0.096, -0.033], [-0.075, -0.076, 0.066], [-0.111, -0.111, -0.198], [-0.148, -0.117, -0.036], [0.211, 0.163, -0.040], [0.181, 0.065, -0.035], [0.106, 0.032, 0.067], [0.146, 0.045, -0.207], [-0.045, 0.088, 0.030], [-0.074, -0.026, 0.056], [-0.005, 0.014, -0.089], [-0.097, -0.062, -0.019], [0.000, -0.084, 0.003], [0.074, -0.035, 0.002], [0.105, 0.053, -0.017], [-0.055, 0.083, 0.029], [-0.011, 0.010, -0.083], [0.060, 0.047, 0.053], [0.151, 0.121, -0.047], [0.103, 0.140, 0.018], [0.047, -0.026, -0.107], [-0.040, 0.047, 0.108], [0.097, -0.034, 0.147], [0.046, 0.054, 0.062], [-0.062, 0.055, -0.068], [0.049, 0.066, 0.080], [0.088, 0.097, -0.013], [-0.012, 0.084, -0.058], [-0.132, -0.033, -0.013], [-0.081, -0.007, 0.077], [0.001, -0.052, -0.105], [-0.175, -0.021, 0.021], [-0.185, -0.069, -0.050], [-0.017, -0.111, 0.148], [-0.027, 0.060, 0.109], [-0.066, -0.011, 0.063], [0.079, -0.140, 0.047], [-0.130, 0.224, 0.906], [0.135, -0.233, -0.349], [-0.373, 0.642, 1.088], [0.186, -0.320, -0.355], [0.200, -0.351, -0.850], [-0.650, 1.130, -0.154], [0.238, -0.413, -0.065], [0.465, -0.805, 0.318], [-0.353, 0.611, -0.286], [-0.524, 0.907, -0.543], [0.039, -0.073, -0.127], [-0.037, 0.067, 0.124], [0.000, -0.075, -0.072], [0.068, -0.040, -0.071], [-0.143, 0.247, 0.019], [-0.112, 0.195, 0.133], [0.024, -0.040, -0.080], [-0.011, 0.038, -0.061], [-0.025, 0.029, -0.062]],
  "lowdin_charge": [0.553, -0.192, 0.948, -0.398, 0.150, -0.180, 0.010, -0.030, -0.030, 0.010, -0.180, 0.150, -0.398, 0.948, -0.192, -0.703, -0.073, -0.099, -0.082, -0.702, -0.082, -0.073, -0.099, 0.064, 0.035, 0.051, 0.122, 0.121, 0.121, 0.122, 0.064, 0.052, 0.034, 0.058, 0.099, 0.087, 0.083, 0.053, 0.104, 0.084, 0.100, 0.074, 0.084, 0.074, 0.100, 0.087, 0.099, 0.058, 0.053, 0.083, 0.104, -0.055, -0.596, -0.033, -0.319, -0.283, 1.173, -0.310, -0.282, 1.183, -0.588, -0.073, -0.045, 0.069, 0.100, 0.100, 0.091, 0.092, 0.093, 0.079, 0.079],
  "s_squared": 3.764,
  "fmax_ev_per_a": 2.1,
  "total_charge": 2,
  "e_tot_ha": -3654.01823,
  "e_homo_ev": [-14.09, -14.09],
  "orbital_gap_ha": [0.2872, 0.2899],
  "multiplicity": 4
}



# 3
{
  "formula": "C26H37Br4N4O8Sr",
  "method": "ωB97M-V/def2-TZVPD",
  "elements": ["N", "H", "H", "H", "H", "Sr", "C", "C", "O", "H", "H", "H", "H", "H", "C", "C", "O", "H", "H", "H", "H", "H", "Br", "C", "C", "Br", "H", "H", "H", "H", "Br", "C", "C", "Br", "H", "H", "H", "H", "C", "C", "C", "C", "C", "C", "N", "O", "O", "H", "H", "H", "H", "H", "C", "C", "C", "C", "C", "C", "N", "O", "O", "H", "H", "H", "H", "H", "C", "C", "C", "C", "C", "C", "N", "O", "O", "H", "H", "H", "H", "H"],
  "coordinates": [[0.650, -3.114, 2.763], [1.558, -2.651, 2.786], [-0.035, -2.420, 3.126], [0.743, -3.909, 3.395], [0.351, -3.288, 1.803], [0.848, 0.284, 4.930], [-1.813, -0.410, 1.281], [-0.298, -0.419, 1.312], [0.199, -0.220, 2.614], [-2.395, 0.505, 1.226], [-2.159, -0.878, 2.214], [-2.140, -1.090, 0.485], [0.168, 0.316, 0.653], [0.033, -1.430, 1.006], [-2.782, -1.833, 5.266], [-1.487, -2.630, 5.227], [-0.347, -1.903, 5.474], [-3.619, -2.541, 5.265], [-2.979, -1.313, 4.322], [-2.819, -1.160, 6.118], [-1.410, -3.134, 4.227], [-1.628, -3.535, 5.845], [-6.126, -5.526, 0.754], [-5.283, -4.271, 1.995], [-4.953, -2.987, 1.289], [-6.508, -1.991, 0.719], [-4.379, -4.707, 2.415], [-6.009, -4.166, 2.795], [-4.320, -3.150, 0.422], [-4.355, -2.374, 1.968], [5.191, 1.691, 0.138], [3.289, 1.583, -0.200], [2.401, 2.095, 0.894], [2.621, 4.040, 1.091], [3.021, 0.557, -0.449], [3.137, 2.214, -1.071], [2.514, 1.627, 1.864], [1.363, 2.058, 0.576], [-2.332, 4.856, -2.558], [-2.628, 3.555, -2.175], [-2.375, 3.155, -0.869], [-1.837, 4.087, -0.001], [-1.463, 5.356, -0.407], [-1.725, 5.769, -1.702], [-1.761, 3.729, 1.420], [-0.952, 4.347, 2.091], [-2.394, 2.775, 1.816], [-2.477, 5.142, -3.594], [-2.970, 2.845, -2.915], [-2.622, 2.147, -0.573], [-1.069, 6.031, 0.343], [-1.566, 6.773, -2.067], [3.478, -3.180, -0.366], [4.534, -3.916, -0.889], [4.455, -4.420, -2.175], [3.309, -4.202, -2.922], [2.212, -3.599, -2.361], [2.306, -3.036, -1.097], [3.306, -4.453, -4.369], [2.570, -3.771, -5.058], [4.057, -5.320, -4.767], [3.620, -2.676, 0.585], [5.337, -4.273, -0.258], [5.261, -5.065, -2.494], [1.336, -3.352, -2.946], [1.504, -2.474, -0.632], [2.376, 4.704, -3.660], [2.408, 3.652, -4.575], [1.768, 2.474, -4.263], [1.004, 2.404, -3.103], [1.007, 3.435, -2.189], [1.679, 4.617, -2.474], [0.308, 1.153, -2.807], [0.256, 0.301, -3.663], [-0.172, 1.019, -1.689], [2.948, 5.590, -3.910], [2.978, 3.714, -5.490], [1.756, 1.596, -4.895], [0.696, 3.214, -1.175], [1.636, 5.372, -1.704]],
  "atomic_forces_ev_per_a": [[0.039, 0.699, 0.383], [-0.147, 0.254, -0.440], [0.299, 0.225, 0.507], [-0.601, -0.236, -0.284], [0.355, -0.583, 0.053], [-2.127, -2.079, -1.582], [-0.666, -1.183, 0.061], [0.436, 0.507, 1.237], [0.900, 0.162, 1.785], [0.599, 0.370, -0.201], [0.144, -0.060, -0.043], [-0.163, 0.281, -0.125], [-0.229, -0.206, -0.382], [-0.059, 0.154, -0.578], [-0.477, -0.626, -0.993], [-0.055, -0.512, -0.576], [1.428, 1.540, -0.260], [-0.023, 0.080, 0.570], [0.454, 0.513, 0.243], [-0.103, -0.018, 0.062], [-0.398, 0.240, -0.111], [0.378, 0.377, 0.573], [0.306, -0.053, 0.220], [-0.463, -0.271, -0.265], [0.543, 0.192, 0.298], [0.166, 0.013, 0.095], [0.009, -0.214, -0.219], [0.011, 0.270, 0.025], [-0.220, -0.151, -0.172], [-0.327, 0.242, 0.044], [-0.094, -0.187, 0.239], [-0.205, 0.175, -0.339], [-0.163, 0.898, -0.150], [0.151, -0.209, 0.322], [0.184, -0.079, 0.043], [-0.013, -0.154, -0.144], [0.126, -0.033, 0.008], [-0.022, -0.468, 0.031], [0.401, -0.029, -0.654], [0.610, 0.134, 0.115], [-0.437, 0.015, -0.472], [-0.607, -0.234, -0.193], [-0.121, 0.666, 0.561], [-0.547, -0.689, -0.039], [1.403, -0.178, -0.271], [-0.300, 0.114, 0.274], [-0.350, 0.068, 0.124], [-0.226, 0.035, 0.095], [-0.217, -0.007, 0.103], [0.061, 0.040, 0.268], [0.083, 0.000, -0.090], [0.319, 0.068, 0.261], [0.263, 0.155, -0.077], [-0.475, -0.677, 0.126], [0.225, -0.637, 0.309], [0.237, 0.467, 0.208], [-0.689, 1.325, -0.147], [0.453, -0.201, 0.754], [-0.090, -0.472, -0.229], [0.229, -0.269, 0.276], [-0.059, 0.162, -0.090], [-0.207, -0.148, 0.087], [0.281, 0.539, -0.049], [-0.049, 0.210, -0.536], [0.054, -0.353, -0.187], [-0.210, 0.014, -0.426], [0.311, 0.601, -0.664], [0.203, -0.206, 0.446], [-1.020, -0.445, -0.257], [0.759, 0.291, -0.303], [0.311, -0.402, 0.643], [-0.383, -0.753, 0.283], [0.036, -0.288, 0.422], [-0.004, 0.024, -0.157], [0.029, 0.119, 0.037], [-0.127, 0.105, 0.125], [0.051, 0.134, 0.014], [0.183, 0.166, -0.214], [-0.698, 0.388, -0.193], [0.345, 0.276, -0.216]],
  "lowdin_charge": [0.291, 0.132, 0.073, 0.154, 0.134, 1.626, -0.069, -0.419, -0.546, 0.051, 0.053, 0.076, 0.066, 0.061, -0.089, -0.510, -0.493, 0.074, 0.049, 0.074, 0.070, 0.103, 0.607, -0.694, -0.749, 0.631, 0.058, 0.051, 0.050, 0.039, 0.640, -0.719, -0.659, 0.658, 0.060, 0.029, 0.038, 0.019, -0.066, -0.054, -0.010, -0.160, -0.010, -0.058, -0.339, 0.047, 0.072, 0.113, 0.116, 0.111, 0.123, 0.114, -0.094, -0.066, 0.006, -0.143, -0.001, -0.076, -0.349, 0.094, 0.098, 0.094, 0.112, 0.127, 0.127, 0.084, -0.053, -0.047, 0.005, -0.154, -0.050, -0.070, -0.333, 0.097, 0.042, 0.114, 0.114, 0.123, 0.085, 0.097],
  "fmax_ev_per_a": 3.4,
  "total_charge": 1,
  "e_tot_ha": -12160.09560,
  "e_homo_ev": -11.29,
  "orbital_gap_ha": 0.2529,
  "multiplicity": 1
}



Q: Which of these has the highest multiplicity?
A: C26H36N4P2S2V



Q: Which formula does entry 1 have?
A: C26H36N2O4